15
Properties=species:S:1:pos:R:3:forces:R:3:lowdin_charge:R:1 method="wB97M-V/def2-TZVPD" max_force_ev_per_a=4.024 total_charge=0 e_tot_ev=-8293.5522 orbital_gap_ev=8.91 smiles="[H]/N=C1/CC=C(C)N1" e_homo_ev=-8.070 e_lumo_ev=0.84 de_lowest_kj_mol=139.3 multiplicity=1
H 2.00341 0.04678 1.96521 0.43 1.05 2.14 0.0166
N 2.15064 -0.39467 1.10594 1.17 -0.33 0.42 0.1347
C 1.17728 -0.11565 0.39117 -2.17 -1.29 -3.13 -0.4320
C 0.93368 -0.94163 -0.88708 -1.88 2.80 -0.90 -0.0711
C -0.54697 -0.50438 -1.20402 1.99 -0.77 0.72 -0.0300
C -1.04932 0.36003 -0.32781 2.97 -1.46 -0.07 -0.3640
C -2.32756 0.80243 0.13267 -2.31 1.44 0.18 -0.0547
N 0.01957 0.67583 0.55585 1.24 0.77 2.26 0.0704
H 1.07563 -1.99371 -0.75151 -0.14 -0.57 0.43 0.0977
H 1.50905 -0.68523 -1.79988 0.21 0.21 0.79 0.1158
H -0.83076 -0.86851 -2.12123 -1.83 -0.64 -1.66 0.0676
H -2.36914 0.44968 1.16071 -0.30 -0.01 0.27 0.0839
H -2.37038 1.92639 0.20196 -0.23 -1.00 -0.25 0.1035
H -3.22090 0.37187 -0.37804 0.88 0.55 0.10 0.1019
H -0.11108 1.17987 1.46066 -0.04 -0.75 -1.30 0.1596

---

15
Properties=species:S:1:pos:R:3:forces:R:3:lowdin_charge:R:1 method="wB97M-V/def2-TZVPD" max_force_ev_per_a=3.766 total_charge=0 e_tot_ev=-8290.5263 orbital_gap_ev="7.93 / 7.93" e_homo_ev="-7.586 / -7.588" e_lumo_ev="0.35 / 0.35" de_lowest_kj_mol=431.3 multiplicity=1
C 0.89960 -1.41974 0.39403 -1.12 -0.09 -0.94 -0.1336
C -1.53185 1.34679 0.27667 -0.23 -0.02 0.14 -0.0197
N -0.34812 -0.08660 -1.43220 3.65 0.49 0.80 0.1321
C 1.09510 -0.14866 -0.41465 1.90 -1.68 -2.51 -0.3251
C -0.71868 0.15419 -0.11149 -2.92 -1.31 1.28 -0.4696
C -0.53654 -1.02099 0.63668 0.24 1.44 0.90 -0.0365
N 2.12188 0.56433 -0.62545 -1.63 -0.25 -0.74 0.1311
H -0.17051 0.72935 -2.01327 0.10 0.49 0.45 0.0877
H 2.98289 0.03559 -0.46442 -0.32 0.35 0.84 0.0671
H 1.05638 -2.35185 -0.15228 0.24 0.03 -0.13 0.1034
H 1.50128 -1.41008 1.30859 -0.03 0.11 -0.13 0.1132
H -1.12483 -1.34259 1.48809 0.24 0.52 0.26 0.0982
H -2.58481 1.16715 0.04596 -0.02 0.09 -0.03 0.0859
H -1.20894 2.22870 -0.28290 -0.01 -0.11 0.04 0.0830
H -1.43285 1.55441 1.34662 -0.08 -0.06 -0.22 0.0829

---

15
Properties=species:S:1:pos:R:3:forces:R:3:lowdin_charge:R:1 method="wB97M-V/def2-TZVPD" max_force_ev_per_a=2.831 total_charge=0 e_tot_ev=-8293.4891 orbital_gap_ev=9.98 smiles=CCn1ccnc1 e_homo_ev=-8.979 e_lumo_ev=1.00 de_lowest_kj_mol=145.4 multiplicity=1
C -1.36993 0.23699 0.51545 -0.01 0.90 -0.17 -0.0898
C -1.05408 -0.24192 -0.90747 -0.10 0.19 -0.09 -0.1862
N 0.42096 -0.25946 -0.83581 0.19 0.13 0.33 -0.1100
C 0.87348 -1.00292 0.24902 0.67 -0.33 -0.16 -0.1292
C 1.80523 -0.26072 0.90067 0.07 -0.33 0.02 -0.1428
N 1.90596 0.98768 0.32403 -0.23 -0.02 -0.41 0.0669
C 1.02999 0.97522 -0.64395 0.93 -0.24 -0.68 -0.2336
H -1.53540 -0.64675 1.16867 0.78 0.96 0.03 0.0866
H -0.46597 0.97110 0.59542 -1.87 -1.46 1.54 0.0994
H -2.21964 0.88697 0.66388 -0.66 0.00 -0.43 0.0607
H -1.38662 0.46956 -1.66519 0.15 -0.06 -0.04 0.1124
H -1.41775 -1.23824 -1.19044 0.06 0.27 0.21 0.1160
H 0.42700 -1.95942 0.48315 0.24 0.05 -0.11 0.1221
H 2.41558 -0.53919 1.74826 -0.10 0.04 -0.08 0.0983
H 0.86462 1.80298 -1.32041 -0.13 -0.07 0.04 0.1292

---

15
Properties=species:S:1:pos:R:3:forces:R:3:lowdin_charge:R:1 method="wB97M-V/def2-TZVPD" max_force_ev_per_a=0.747 total_charge=0 e_tot_ev=-8290.0969 orbital_gap_ev=8.49 e_homo_ev=-7.580 e_lumo_ev=0.91 de_lowest_kj_mol=472.7 multiplicity=1
C -2.38153 -0.51224 0.00833 -0.17 -0.10 0.06 -0.0530
N -1.26893 0.40301 0.33338 -0.12 0.41 0.48 -0.3437
C -0.09067 0.32418 -0.59966 -0.10 0.06 -0.14 -0.2145
C 1.27688 0.23967 -0.08773 0.03 0.27 -0.05 -0.2346
C 2.35922 -0.67268 0.28046 0.11 -0.07 0.13 -0.0379
C 0.84948 1.43868 -0.31376 0.35 -0.21 -0.17 0.0483
N -1.33309 1.27491 1.17231 -0.12 -0.57 -0.17 0.1116
H -2.80306 -0.23167 -0.96349 0.06 -0.06 0.17 0.0827
H -3.11088 -0.36820 0.80195 -0.04 -0.16 -0.15 0.0749
H -2.02486 -1.54505 -0.04170 -0.04 0.10 0.04 0.0811
H -0.36113 -0.19566 -1.52970 -0.02 0.74 -0.07 0.1282
H 3.29569 -0.11278 0.24429 0.03 -0.23 0.16 0.0835
H 2.40526 -1.50730 -0.42706 0.04 0.06 0.20 0.0832
H 2.18550 -1.05672 1.28684 0.19 -0.13 -0.02 0.0854
H 1.00761 2.49699 -0.17182 -0.19 -0.14 -0.47 0.1048

---

15
Properties=species:S:1:pos:R:3:forces:R:3:lowdin_charge:R:1 method="wB97M-V/def2-TZVPD" max_force_ev_per_a=0.208 total_charge=0 e_tot_ev=-8294.6582 orbital_gap_ev=8.75 smiles=Cn1cccc1N e_homo_ev=-7.754 e_lumo_ev=0.99 de_lowest_kj_mol=32.6 multiplicity=1
C -1.34023 -1.29074 0.37345 -0.13 -0.09 0.07 -0.0332
N -0.12029 -0.55001 0.14465 0.06 0.15 -0.04 -0.1254
C 1.15659 -1.04392 0.23157 0.05 -0.07 0.02 -0.1155
C 2.03314 -0.04184 -0.09695 0.00 -0.03 0.01 -0.1091
C 1.25879 1.11690 -0.38030 -0.05 0.07 -0.03 -0.0614
C -0.06411 0.77164 -0.22245 0.14 -0.15 0.04 -0.3603
N -1.27346 1.47997 -0.41463 0.07 0.17 0.03 0.0890
H -2.00117 -1.20662 -0.49226 0.07 -0.01 0.11 0.0866
H -1.08871 -2.34136 0.53649 -0.02 0.17 -0.04 0.0857
H -1.87433 -0.91756 1.25487 0.09 -0.08 -0.14 0.0874
H 1.32797 -2.07232 0.51959 -0.02 0.16 -0.04 0.1089
H 3.11147 -0.12552 -0.12477 -0.18 0.00 0.01 0.0887
H 1.62434 2.09470 -0.66796 -0.07 -0.15 0.05 0.0938
H -1.60226 1.91542 0.44290 0.03 -0.08 -0.12 0.0850
H -1.14775 2.21126 -1.10421 -0.04 -0.09 0.07 0.0799

---

15
Properties=species:S:1:pos:R:3:forces:R:3:lowdin_charge:R:1 method="wB97M-V/def2-TZVPD" max_force_ev_per_a=1.183 total_charge=0 e_tot_ev=-8292.5155 orbital_gap_ev=9.35 e_homo_ev=-8.572 e_lumo_ev=0.77 de_lowest_kj_mol=239.4 multiplicity=1
C 1.32255 -1.16925 0.22655 0.05 -0.03 -0.06 -0.0804
C -0.39959 1.74521 0.12042 0.05 -0.48 0.20 -0.0531
C -1.42230 1.02696 -0.78204 -0.11 0.04 -0.04 -0.2218
C -0.80417 0.43965 -1.97598 0.44 -0.40 -0.77 -0.2459
N -0.31824 -0.03354 -2.91422 -0.46 0.49 0.97 0.1414
C 0.24033 -0.53315 1.09149 -0.11 -0.10 -0.03 -0.2300
N 0.22958 0.93315 0.93656 -0.01 0.38 -0.16 -0.0575
H 1.33597 -2.25458 0.36760 0.00 0.15 0.00 0.0783
H 1.14478 -0.96012 -0.83193 0.04 -0.06 0.17 0.0521
H 2.30945 -0.77435 0.49079 -0.13 -0.07 -0.02 0.0779
H -2.14166 1.77564 -1.12702 0.11 -0.11 0.03 0.1000
H -1.99407 0.23300 -0.27919 0.09 0.13 -0.04 0.1029
H 0.41285 -0.74673 2.15200 -0.03 0.05 -0.16 0.1154
H -0.74746 -0.92930 0.84343 0.15 0.06 0.00 0.1022
H 0.90163 1.39501 1.54099 -0.08 -0.04 -0.10 0.1184